Record 1
The following is a quantum chemistry calculation of 2 unconnected molecules or ions with the total composition C33H55F3NO6 at a distorted geometry, from the OMol25 dataset.

HOMO level = -11.034 eV
Net charge = +1
Gap between HOMO and LUMO = 0.2238 Eh
E_LUMO = -4.945 eV
Molecular weight = 618.80 g/mol

Last column: Mulliken charge in e.
Geometry (Å):
F (-1.672, 1.068, -0.761)  -0.2184
F (-0.664, -0.976, -0.243)  0.0371
F (-1.495, -0.557, -2.318)  -0.2663
O (0.152, -3.860, 0.308)  -0.0497
O (-6.980, -2.801, 1.032)  -0.3882
O (-3.108, -3.009, -3.338)  -0.4717
O (0.879, -5.721, 1.465)  -0.5831
O (1.439, 4.025, -4.206)  -0.3219
O (-1.922, -4.245, -1.824)  -0.3041
N (-5.235, -1.015, 1.165)  0.0308
C (-5.738, -2.241, 0.600)  0.0775
C (-0.635, 3.304, 2.556)  -0.6350
C (5.267, -0.654, -0.248)  -0.7736
C (-3.989, -0.393, 0.729)  -0.3153
C (5.238, -1.542, 1.122)  0.0123
C (3.713, -0.348, -0.603)  0.5662
C (-2.065, 1.333, 3.722)  -0.7680
C (-4.979, -3.021, -0.495)  -0.7308
C (2.047, 1.398, -1.574)  0.7932
C (5.436, -0.588, 2.431)  -0.9041
C (1.564, 3.364, -6.478)  -0.5596
C (1.484, -2.076, 2.486)  -0.5225
C (0.465, -4.461, -0.991)  -0.6129
C (-3.597, 0.961, 1.512)  -0.8001
C (-2.858, -3.217, -2.120)  0.0262
C (0.483, 2.832, 1.491)  0.8697
C (1.795, -3.656, 2.429)  -0.4288
C (2.747, 3.289, 0.228)  -0.2236
C (-1.757, -0.329, -0.924)  0.7642
C (2.220, 4.199, -5.397)  -0.4301
C (-7.070, -2.831, 2.491)  -0.4430
C (1.698, 3.886, 1.322)  -1.0739
C (-5.759, -3.372, 3.247)  -0.7435
C (-0.772, 2.290, 3.827)  -0.7585
C (0.209, 3.376, -4.554)  -0.1129
C (0.916, -4.461, 1.352)  0.3392
C (-2.207, 0.595, 2.298)  0.3769
C (2.048, 2.983, -1.203)  -0.5740
C (-0.553, -3.826, -2.088)  0.0547
C (3.557, 0.799, -1.740)  -0.9464
C (-3.631, -2.371, -0.993)  1.0008
C (0.109, 3.404, -6.066)  -0.5689
C (-3.092, -1.005, -0.409)  0.3602
H (-0.343, 4.347, -6.393)  0.2599
H (1.520, 1.214, -2.577)  0.0737
H (3.208, 2.296, 0.593)  -0.0034
H (-5.040, -3.976, 2.599)  0.2794
H (0.402, -1.900, 2.802)  0.3260
H (4.238, -2.088, 1.237)  -0.2673
H (-3.052, 1.876, 3.962)  0.3413
H (-2.216, -0.544, 2.519)  0.3199
H (4.258, 1.691, -1.546)  0.3322
H (-0.055, 2.618, 0.500)  -0.3591
H (1.338, 4.941, 1.027)  0.3463
H (2.298, 3.923, 2.312)  0.3169
H (-0.232, -4.131, -3.158)  0.3430
H (-3.406, 1.821, 0.785)  0.1845
H (5.737, -1.277, -1.093)  0.2934
H (-5.394, -4.002, -0.923)  0.4555
H (3.204, -0.027, 0.372)  -0.2960
H (3.254, 3.901, -5.205)  0.2603
H (-0.404, 4.360, 2.959)  0.4578
H (0.343, -5.594, -1.017)  0.3174
H (0.920, 1.837, 1.894)  -0.1936
H (3.290, -1.352, -0.998)  0.0267
H (-5.800, -0.552, 1.905)  0.4102
H (1.747, 3.748, -7.483)  0.3496
H (0.198, 1.735, 4.060)  0.3268
H (-1.647, 3.379, 2.004)  0.2056
H (2.918, -3.840, 2.287)  0.2653
H (2.156, -1.623, 3.311)  0.3463
H (-0.485, 2.583, -6.470)  0.3288
H (5.826, 0.336, -0.059)  0.2718
H (-0.626, 3.888, -4.069)  0.2810
H (-5.288, -2.493, 3.800)  0.2291
H (6.103, 0.306, 2.185)  0.3216
H (2.206, 5.263, -5.654)  0.2800
H (3.709, 0.370, -2.791)  0.3663
H (1.501, -4.088, 3.456)  0.3325
H (-1.279, 0.770, 1.649)  -0.3193
H (1.934, 2.334, -6.431)  0.2590
H (2.597, 3.521, -2.056)  0.1952
H (0.954, 3.323, -1.261)  0.3158
H (-7.345, -1.755, 2.825)  0.2694
H (1.469, 0.809, -0.760)  -0.5975
H (1.519, -4.094, -1.269)  0.3203
H (6.062, -2.338, 1.140)  0.4413
H (-7.977, -3.477, 2.796)  0.3700
H (-0.382, -2.693, -2.031)  -0.1254
H (4.389, -0.154, 2.675)  0.1084
H (-1.956, 0.520, 4.537)  0.2732
H (1.768, -1.567, 1.495)  -0.1156
H (-0.971, 2.985, 4.733)  0.3320
H (3.569, 4.071, 0.047)  0.3103
H (5.843, -1.160, 3.336)  0.3038
H (-6.134, -4.097, 4.069)  0.3471
H (-4.387, 1.180, 2.307)  0.4168
H (0.254, 2.348, -4.178)  -0.0143

=====

Record 2
The following is a quantum chemistry calculation of a molecular structure, C33H55NP2W at a distorted geometry, from the OMol25 dataset.

HOMO level (alpha / beta) = -12.927 / -12.927 eV
Multiplicity = 3
Net charge = +2
Gap between HOMO and LUMO (alpha / beta) = 0.2386 / 0.1935 Eh
E_LUMO (alpha / beta) = -6.434 / -7.661 eV
Molecular weight = 711.60 g/mol

Last column: Mulliken charge in e.
Geometry (Å):
W (-0.476, 0.608, -1.634)  -1.2002
P (3.313, 1.832, 0.362)  1.1431
P (-2.718, -1.642, -1.802)  1.4775
N (0.435, 1.946, 3.282)  0.5504
C (-0.709, 2.393, 4.054)  -1.1514
C (1.231, -3.798, -0.149)  -1.3360
C (4.430, 1.126, -0.907)  -1.5071
C (-0.376, -1.957, 2.662)  0.9319
C (-2.139, -0.496, -3.321)  -1.0377
C (-1.504, -1.522, 3.511)  -1.4835
C (0.349, 2.018, 1.834)  0.7662
C (1.734, -2.117, 1.761)  0.5958
C (0.489, -0.914, -2.419)  0.7125
C (3.180, -1.905, 1.538)  -1.4903
C (-1.617, -3.617, 1.116)  -1.3124
C (4.285, 3.244, 0.997)  -1.4456
C (-2.693, 0.321, 0.541)  -0.4492
C (0.022, -1.831, -3.542)  -1.3852
C (1.123, 0.397, -2.825)  -0.3078
C (-1.040, 1.844, 1.267)  -1.2548
C (2.115, 2.719, -0.877)  -1.8098
C (1.691, 2.473, 3.810)  -1.0019
C (0.980, -1.587, 2.841)  0.7122
C (-2.651, -3.369, -2.389)  -1.4787
C (0.624, 2.349, -1.189)  -1.7994
C (-3.703, 1.229, 0.893)  -1.4910
C (-3.362, 2.506, 1.334)  -1.0705
C (-4.527, -1.423, -1.718)  -1.4493
C (0.860, -2.925, 0.988)  0.6865
C (0.789, 1.001, -4.178)  -0.7150
C (-1.620, 0.952, -3.149)  0.4737
C (1.518, -0.905, 4.030)  -1.0644
C (-1.266, -1.351, -4.243)  -0.9210
C (-2.014, 2.823, 1.521)  -0.3285
C (-1.379, 0.792, 0.352)  1.1397
C (-0.436, -2.862, 1.568)  0.5682
C (-0.708, 1.491, -4.254)  -1.4822
H (-1.442, -0.447, 3.745)  0.1247
H (-2.929, -0.744, 0.381)  1.1697
H (-2.130, -4.122, 1.947)  0.4280
H (2.013, -3.340, -0.764)  0.3972
H (-3.020, -3.455, -3.430)  0.4888
H (3.919, 0.327, -1.460)  0.2720
H (-2.355, -2.954, 0.640)  -0.0699
H (-2.439, 1.629, -2.907)  0.7798
H (3.461, -0.841, 1.644)  0.0985
H (0.998, 0.296, -5.009)  0.3191
H (-3.151, -0.420, -3.757)  0.9525
H (3.792, -2.473, 2.262)  0.3457
H (2.151, 0.507, -2.484)  0.2654
H (0.006, 2.913, -0.480)  0.9869
H (-4.756, 0.945, 0.802)  0.5071
H (-1.825, -2.231, -4.608)  0.5292
H (-4.776, -0.491, -1.193)  0.2717
H (-1.646, -3.800, -2.316)  0.2750
H (5.299, 0.692, -0.396)  0.4605
H (1.609, -4.774, 0.196)  0.3692
H (2.549, 1.979, 3.332)  0.1385
H (1.773, 3.564, 3.651)  0.3668
H (-1.332, -4.386, 0.386)  0.4515
H (-3.314, -3.951, -1.730)  0.4830
H (-4.922, -2.263, -1.121)  0.4164
H (1.041, -1.453, -1.642)  0.3571
H (1.720, 2.277, 4.888)  0.4263
H (-0.116, -2.839, -3.127)  0.2267
H (0.361, -4.012, -0.780)  0.1340
H (1.436, 1.882, -4.364)  0.3999
H (0.387, 2.862, -2.140)  0.7339
H (3.474, -2.229, 0.531)  0.3465
H (4.688, 2.925, 1.967)  0.3708
H (-2.458, -1.682, 2.996)  0.3973
H (-0.461, 2.250, 5.113)  0.4199
H (-4.981, -1.425, -2.721)  0.4906
H (0.766, 2.986, 1.485)  0.1674
H (0.998, 0.044, 4.206)  0.0030
H (-1.136, 1.266, -5.246)  0.4439
H (2.687, 2.747, -1.821)  0.7131
H (1.038, 1.242, 1.443)  -0.4873
H (-1.535, -2.068, 4.469)  0.4006
H (-0.925, 3.464, 3.891)  0.2961
H (5.112, 3.492, 0.321)  0.4284
H (-1.603, 1.797, 3.831)  0.2694
H (0.827, -1.932, -4.298)  0.5630
H (-0.695, 2.588, -4.204)  0.4053
H (4.765, 1.899, -1.608)  0.5003
H (1.391, -1.525, 4.937)  0.3571
H (-4.130, 3.240, 1.584)  0.4895
H (3.639, 4.118, 1.154)  0.3934
H (2.104, 3.758, -0.499)  0.6895
H (2.587, -0.704, 3.914)  0.4168
H (-1.016, -0.793, -5.154)  0.4034
H (-1.727, 3.823, 1.874)  0.6317

=====

Record 3
The following is a quantum chemistry calculation of a molecular structure, C33H55NP2Y at a distorted geometry, from the OMol25 dataset.

HOMO level = -10.072 eV
Net charge = +1
Gap between HOMO and LUMO = 0.2653 Eh
E_LUMO = -2.852 eV
Molecular weight = 616.66 g/mol

Last column: Mulliken charge in e.
Geometry (Å):
Y (-0.128, -0.564, 1.315)  -1.4488
P (-0.990, -0.768, -1.325)  1.8907
P (1.856, 0.632, -0.245)  1.4751
N (0.640, 2.618, 5.149)  0.5215
C (-1.043, -2.238, -2.420)  -0.9776
C (1.129, 0.423, -5.368)  -0.5897
C (-1.804, -1.254, -5.800)  -0.6927
C (3.260, -0.153, -1.119)  -1.5423
C (1.268, -3.859, 0.635)  -1.7923
C (1.554, -2.118, 2.528)  0.6222
C (-3.019, 3.345, 2.720)  -0.8281
C (-0.890, -2.011, -6.719)  -0.6787
C (-0.625, -2.049, 3.323)  0.8901
C (0.752, -2.974, 1.709)  1.0393
C (0.704, -1.559, 3.536)  0.5807
C (1.136, -0.697, 4.667)  -1.4120
C (0.455, -1.329, -7.082)  -1.0501
C (-1.714, 3.609, 3.133)  -0.2597
C (-0.081, 0.484, -2.369)  -0.4583
C (-0.606, -2.894, 2.164)  0.2037
C (3.027, -1.968, 2.448)  -1.6010
C (-0.499, 2.977, 5.978)  -0.9213
C (-0.726, 2.609, 3.078)  0.4226
C (1.899, 2.971, 5.780)  -1.1746
C (-1.108, 1.087, -6.492)  -1.0492
C (2.732, 2.050, 0.503)  -1.4334
C (0.590, 2.937, 3.732)  -1.3882
C (-2.322, 1.107, 2.075)  -0.1553
C (-1.914, 0.080, -5.724)  -0.1279
C (-1.012, 1.392, 2.474)  1.2040
C (-2.710, -0.201, -1.569)  -1.5223
C (-3.329, 2.089, 2.196)  -1.0299
C (-1.758, -3.661, 1.626)  -1.7375
C (-1.792, -1.776, 4.202)  -1.2667
C (0.920, 1.407, -1.661)  -1.1388
C (1.234, -0.794, -5.918)  -0.0923
C (0.208, 1.523, -5.801)  -0.3795
H (2.927, -1.053, -1.654)  0.3553
H (-0.052, 2.127, -4.915)  0.2553
H (0.293, -0.579, -7.866)  0.3489
H (2.083, -3.384, 0.072)  0.3299
H (-0.861, 1.089, -2.853)  0.5828
H (-1.327, -1.949, -3.444)  -0.2671
H (-2.949, -0.212, -2.644)  0.3456
H (0.737, 2.207, -6.489)  0.4208
H (-2.520, -1.882, -5.255)  0.7356
H (0.511, 0.202, 4.772)  0.0546
H (1.412, 2.383, 3.253)  0.1953
H (-0.900, 0.776, -7.523)  0.3313
H (2.015, 2.775, 0.912)  0.3545
H (-2.727, -2.088, 3.723)  0.3485
H (3.696, 0.567, -1.831)  0.4589
H (1.845, 0.710, -4.586)  0.4648
H (-0.751, 4.052, 5.927)  0.2907
H (3.404, -2.282, 1.471)  0.3419
H (-1.708, -2.304, 5.166)  0.3319
H (-2.712, 0.522, -5.112)  0.4141
H (0.408, 2.300, -1.264)  0.4540
H (-2.840, 0.809, -1.160)  0.3873
H (-2.034, -4.490, 2.295)  0.3544
H (0.413, -0.088, -3.164)  -0.3117
H (-1.729, 1.994, -6.569)  0.4360
H (0.481, -4.139, -0.079)  0.3241
H (-1.531, -4.078, 0.642)  0.3135
H (-0.664, -2.985, -6.257)  0.3085
H (3.374, 2.533, -0.248)  0.4875
H (1.099, -1.238, 5.629)  0.3566
H (-2.644, -3.025, 1.512)  0.3360
H (2.003, -1.483, -5.546)  0.3760
H (-4.358, 1.871, 1.884)  0.4233
H (0.792, 4.019, 3.579)  0.4674
H (1.080, -2.115, -7.538)  0.4026
H (2.162, -0.348, 4.518)  0.3126
H (-3.783, 4.122, 2.820)  0.4048
H (-3.375, -0.890, -1.033)  0.4465
H (4.023, -0.446, -0.382)  0.4354
H (1.673, -4.793, 1.060)  0.3063
H (-1.406, -2.241, -7.669)  0.3389
H (3.531, -2.580, 3.212)  0.3576
H (-1.884, -0.707, 4.427)  0.1626
H (-0.070, -2.745, -2.438)  0.3744
H (1.886, 2.614, 6.817)  0.3454
H (-1.393, 2.402, 5.702)  0.2140
H (-1.788, -2.938, -2.015)  0.4971
H (-0.233, 2.740, 7.018)  0.3432
H (-2.621, 0.120, 1.659)  0.3693
H (2.728, 2.496, 5.236)  0.2751
H (1.680, 1.753, -2.382)  0.4451
H (3.327, -0.927, 2.613)  0.2844
H (-1.449, 4.601, 3.520)  0.4189
H (2.078, 4.064, 5.788)  0.3770
H (3.353, 1.665, 1.326)  0.3809

=====

Record 4
The following is a quantum chemistry calculation of 8 unconnected molecules or ions with the total composition C33H56N8O12 at a distorted geometry, from the OMol25 dataset.

HOMO level = -8.426 eV
Gap between HOMO and LUMO = 0.1282 Eh
E_LUMO = -4.937 eV
Molecular weight = 756.86 g/mol

Last column: Mulliken charge in e.
Geometry (Å):
O (0.758, 0.276, 1.509)  -0.5858
O (5.167, -2.408, -2.578)  -0.5782
O (-0.895, 1.239, 0.648)  -0.5298
O (1.064, 1.736, 0.051)  -0.5597
O (-5.286, -2.399, 4.787)  -0.5434
O (-4.879, 3.919, -1.830)  -0.5788
O (-3.537, -2.666, 3.528)  -0.5609
O (2.117, 4.432, -2.702)  -0.6787
O (3.472, 6.113, 3.981)  -0.4929
O (5.978, -3.936, 2.144)  -0.6208
O (2.742, 5.095, 2.108)  -0.4817
O (-2.532, -3.887, -2.466)  -0.3474
N (-4.248, -1.921, 4.230)  0.8901
N (-0.134, 4.559, -3.113)  0.1551
N (2.553, 5.503, 3.311)  0.7368
N (-4.206, 2.014, -2.665)  0.3596
N (0.317, 1.050, 0.690)  0.8469
N (4.054, -0.338, -2.350)  0.4060
N (-1.250, -3.981, -2.212)  0.9537
N (4.406, -2.534, 2.784)  0.1803
C (1.170, 3.247, 3.578)  -0.8405
C (-3.782, 1.420, -1.300)  -3.0031
C (-1.423, 3.953, -2.832)  -1.0104
C (0.940, 4.230, -2.297)  -0.4959
C (1.606, -4.092, -1.644)  -1.0140
C (3.339, 0.814, -2.865)  -0.6242
C (-0.114, -4.432, -4.381)  -1.5030
C (0.756, -3.308, -0.603)  -0.5745
C (-3.656, 2.570, 4.020)  -0.5315
C (3.031, -2.135, 3.026)  -1.0934
C (-1.287, -6.276, -3.109)  -1.5937
C (0.847, -5.298, -2.156)  -1.4993
C (-4.933, 3.117, -2.761)  0.0613
C (1.664, 4.622, 4.087)  0.2173
C (-1.546, -2.643, -0.094)  -2.1875
C (4.792, -1.280, -3.014)  0.0098
C (5.314, -1.404, 2.924)  -0.8931
C (4.842, -3.682, 2.433)  0.2446
C (0.245, 4.265, 6.164)  -0.7614
C (0.184, 2.558, 4.290)  -0.2763
C (-3.016, 1.747, 3.152)  -0.3013
C (-3.975, 0.992, -3.774)  -0.6782
C (-4.507, 1.994, 5.161)  -0.4066
C (3.736, -0.503, -0.989)  -1.3251
C (-3.113, 0.199, 3.246)  -0.5515
C (-0.326, -4.939, -2.946)  1.1973
C (-4.840, 0.379, 5.229)  -0.4643
C (1.085, 5.233, 5.348)  -0.7823
C (-0.248, 2.937, 5.452)  -0.1707
C (-4.032, -0.465, 4.276)  0.1719
C (-0.557, -1.642, -2.141)  -2.1065
C (-0.621, -2.965, -1.382)  1.9039
C (0.077, 5.284, -4.328)  -1.4390
H (0.517, -5.250, -4.892)  0.4253
H (2.024, -3.400, -2.340)  0.4322
H (-4.817, 0.275, -3.927)  0.3381
H (-0.705, 5.726, -4.699)  0.5404
H (2.186, 0.512, -3.155)  0.0468
H (-1.301, -1.261, -2.589)  1.0492
H (3.912, 1.045, -3.793)  0.3524
H (2.902, -1.424, 3.878)  0.2879
H (0.838, 5.897, -4.473)  0.4882
H (-2.376, -2.059, -0.298)  0.4794
H (1.436, -2.329, -0.295)  -0.2565
H (-2.307, 2.128, 2.356)  0.4462
H (0.342, -3.510, -4.464)  0.3477
H (-1.863, 4.155, -3.828)  0.2759
H (4.833, -0.567, 3.272)  0.3918
H (-4.159, 0.555, -1.090)  0.6880
H (-3.921, 1.561, -4.598)  0.4335
H (-0.891, -4.515, -5.139)  0.4005
H (-1.847, -3.471, 0.535)  0.4890
H (2.461, -3.120, 3.134)  0.3174
H (-4.938, 2.553, 6.040)  0.3278
H (4.569, -0.264, -0.346)  0.3411
H (6.281, -1.659, 3.259)  0.3583
H (2.859, -0.024, -0.645)  0.4866
H (0.715, 3.800, -1.445)  0.9030
H (0.342, 4.582, -5.087)  0.4638
H (0.573, -3.957, 0.207)  0.5416
H (2.551, -4.253, -1.154)  0.6625
H (-5.230, 3.331, -3.860)  0.2409
H (-0.946, -2.044, 0.494)  0.4900
H (3.410, -1.435, -0.689)  0.3012
H (0.826, -5.976, -1.374)  0.4392
H (1.459, 3.072, 2.642)  0.8614
H (-2.052, 4.549, -2.111)  0.2138
H (-1.379, 2.949, -2.767)  0.5288
H (3.154, 1.624, -2.137)  0.2703
H (3.978, -4.422, 2.403)  0.2011
H (1.342, 6.119, 5.729)  0.5394
H (0.268, -1.790, -2.942)  0.1711
H (-2.007, -5.863, -3.656)  0.5898
H (-1.588, -6.327, -2.054)  0.4452
H (-0.060, -0.631, -1.697)  0.0344
H (-3.571, 2.124, -0.551)  0.8037
H (-3.479, 3.640, 4.081)  0.4498
H (-0.740, -7.175, -3.587)  0.3059
H (-3.129, 0.335, -3.550)  -0.0317
H (-0.982, 2.183, 6.065)  0.2158
H (-0.203, 4.540, 6.991)  0.5030
H (1.579, -5.833, -2.754)  0.5706
H (-5.627, -0.037, 5.998)  0.3363
H (5.113, -0.947, -4.042)  0.2974
H (5.322, -1.033, 1.775)  0.1501
H (-2.910, 1.426, -1.235)  1.4101
H (2.595, -1.831, 2.232)  0.5297
H (-2.507, -0.245, 2.547)  0.7338
H (-0.176, 1.616, 3.974)  0.6913

=====

Relative energy (zero: lowest compared OMol25 entry of this formula, charge and spin) in kJ/mol, matching the order above: 686.9 627.8 0.0 453.1